Record 1
CIN2P | ωB97M-V/def2-TZVPD

Output
**Energy above the lowest of the compared OMol25 structures with the same formula, charge and spin**: 337.4 kJ/mol
**Frontier orbital gap (alpha / beta)**: 7.7992 / 7.7980 eV
**E_HOMO (alpha / beta)**: -10.9763 / -10.9757 eV
**SMILES string**: N#CP(#N)I

Geometry as XYZ:
```
5
CIN2P | the Open Molecules 2025 dataset | ωB97M-V/def2-TZVPD
N 0.74 -2.18 0.94
C 0.30 -1.23 0.49
P -0.64 0.50 -0.48
N -1.74 1.13 -1.29
I 1.34 1.79 0.34
```

Charges obtained by Löwdin population analysis, quoted in units of e: atom 1 (N): 0.027, atom 2 (C): -0.457, atom 3 (P): 0.347, atom 4 (N): -0.341, atom 5 (I): 0.425

---

Record 2
C4H4 | ωB97M-V/def2-TZVPD

Output
**Energy above the lowest of the compared OMol25 structures with the same formula, charge and spin**: 405.7 kJ/mol
**Frontier orbital gap**: 9.0261 eV
**E_HOMO**: -8.4383 eV

Geometry as XYZ:
```
8
C4H4 | the Open Molecules 2025 dataset | ωB97M-V/def2-TZVPD
C -1.46 -0.19 -0.20
C -0.95 0.95 0.31
C 0.50 0.84 -0.17
C -0.09 -0.55 -0.18
H -2.36 -0.81 -0.12
H 0.60 1.15 -1.15
H 1.37 1.33 0.50
H 0.64 -1.55 0.85
```

These are the Löwdin partial charges, in e, on atoms 1 to 6: atom 1 (C): -0.140, atom 2 (C): -0.012, atom 3 (C): -0.201, atom 4 (C): -0.151, atom 5 (H): 0.105, atom 6 (H): 0.063

---

Record 3
C19H29BrF3N3O6 | ωB97M-V/def2-TZVPD

Output
**Frontier orbital gap**: 7.6007 eV
**E_HOMO**: -7.9860 eV
**SMILES string**: CC(=O)OCCC[C@@]1(OC#N)[C@@](N)(C(=O)[O-])O[C@@](C)(Br)[N@+]1(CCC(C)C)CCC(F)(F)F

Geometry as XYZ:
```
61
C19H29BrF3N3O6 | the Open Molecules 2025 dataset | ωB97M-V/def2-TZVPD
C 4.10 1.08 0.31
C 4.26 1.04 -1.20
O 4.62 2.04 -1.77
O 4.06 -0.14 -1.87
C 2.75 -0.20 -2.51
C 1.68 -0.68 -1.49
C 0.27 -0.14 -1.84
C -0.50 0.71 -0.81
O 0.55 1.52 -0.23
C 1.05 2.46 -0.99
N 1.45 3.19 -1.81
C -1.67 1.34 -1.60
N -1.79 2.77 -1.67
C -2.01 0.91 -3.09
O -3.15 0.49 -3.32
O -1.18 1.17 -3.98
O -2.81 0.78 -0.85
C -2.47 -0.28 -0.03
C -3.60 -0.55 0.97
Br -2.76 -1.84 -1.30
N -1.10 0.08 0.41
C -0.24 -0.99 1.10
C -0.22 -2.42 0.57
C 0.84 -3.31 1.26
C 2.25 -3.24 0.66
C 0.95 -3.09 2.78
C -1.19 1.03 1.62
C -1.65 2.48 1.43
C -3.10 2.81 1.79
F -3.12 4.15 1.97
F -3.44 2.30 2.97
F -3.99 2.57 0.85
H 4.47 2.03 0.71
H 3.05 1.00 0.61
H 4.63 0.24 0.77
H 2.84 -0.87 -3.36
H 2.54 0.82 -2.85
H 2.08 -0.44 -0.52
H 1.66 -1.76 -1.63
H 0.45 0.52 -2.70
H -0.31 -0.96 -2.26
H -2.61 3.00 -1.11
H -1.93 3.06 -2.63
H -4.51 -0.70 0.41
H -3.70 0.16 1.78
H -3.38 -1.52 1.43
H 0.80 -0.65 1.16
H -0.53 -1.09 2.14
H -0.11 -2.54 -0.51
H -1.19 -2.88 0.80
H 0.50 -4.34 1.13
H 2.89 -3.92 1.25
H 2.23 -3.64 -0.35
H 2.70 -2.25 0.68
H 1.50 -2.15 2.94
H -0.01 -3.01 3.30
H 1.58 -3.86 3.24
H -1.81 0.61 2.41
H -0.21 1.07 2.07
H -1.33 3.00 0.53
H -1.13 3.04 2.22
```

These are the Löwdin partial charges, in e, on atoms 1 to 6: atom 1 (C): 0.019, atom 2 (C): -0.520, atom 3 (O): 0.130, atom 4 (O): -0.031, atom 5 (C): -0.116, atom 6 (C): -0.127

---

Record 4
C19H28Cl33O3S | ωB97M-V/def2-TZVPD

Output
**Frontier orbital gap**: 8.9435 eV
**Total charge**: +1
**E_HOMO**: -12.4762 eV

Geometry as XYZ:
```
84
C19H28Cl33O3S | the Open Molecules 2025 dataset | ωB97M-V/def2-TZVPD
C 0.59 -1.37 0.83
C 0.34 0.15 0.67
C 1.07 0.74 -0.54
C 0.58 2.13 -0.96
O -0.11 2.85 0.12
S -1.51 3.52 -0.16
C -2.75 2.25 0.11
C -3.34 1.54 -1.13
C -2.73 0.16 -1.37
C -3.37 -0.51 -2.58
O -4.31 -0.05 -3.15
O -2.80 -1.65 -3.00
H -0.37 -1.90 0.86
H 1.20 -1.78 0.02
H 1.08 -1.57 1.78
H -0.73 0.29 0.51
H 0.64 0.68 1.58
H 2.14 0.78 -0.34
H 0.90 0.09 -1.40
H 1.41 2.78 -1.25
H -0.09 2.05 -1.82
H -1.55 3.55 -1.52
H -2.27 1.53 0.79
H -3.53 2.77 0.68
H -4.42 1.46 -0.99
H -3.20 2.15 -2.03
H -2.84 -0.49 -0.49
H -1.65 0.24 -1.56
H -2.06 -1.91 -2.42
C 2.90 -0.55 -4.28
Cl 4.59 -0.23 -4.62
Cl 2.71 -1.38 -2.73
Cl 1.96 0.95 -4.25
H 2.50 -1.19 -5.05
C -2.30 -1.07 4.36
Cl -3.32 -1.86 3.15
Cl -1.98 0.62 3.90
Cl -3.03 -1.16 5.95
H -1.35 -1.58 4.39
C -1.35 0.38 -6.83
Cl 0.29 0.70 -7.38
Cl -1.34 -0.45 -5.26
Cl -2.29 1.86 -6.74
H -1.83 -0.28 -7.54
C 6.30 -4.02 -3.79
Cl 5.75 -3.20 -2.33
Cl 6.95 -5.62 -3.41
Cl 5.00 -4.13 -4.98
H 7.10 -3.43 -4.22
C 3.63 -1.83 4.55
Cl 4.57 -3.14 5.24
Cl 4.49 -1.03 3.23
Cl 2.05 -2.41 4.00
H 3.46 -1.10 5.33
C 0.28 -0.88 8.66
Cl 0.98 -1.39 7.12
Cl 0.01 0.87 8.66
Cl -1.21 -1.74 8.99
H 0.99 -1.11 9.44
C 8.34 1.34 -3.85
Cl 7.66 0.50 -5.25
Cl 8.28 3.08 -4.07
Cl 7.50 0.86 -2.37
H 9.37 1.04 -3.75
C -5.63 -0.73 -7.43
Cl -6.96 -1.81 -7.84
Cl -4.22 -1.64 -6.88
Cl -5.21 0.30 -8.80
H -5.95 -0.09 -6.62
C -4.71 4.98 -4.05
Cl -5.53 6.49 -3.74
Cl -3.33 4.79 -2.93
Cl -5.78 3.60 -3.91
H -4.30 5.00 -5.05
C -6.62 1.43 7.05
Cl -7.96 0.39 6.58
Cl -6.03 1.01 8.66
Cl -5.32 1.34 5.87
H -6.98 2.45 7.08
C 6.18 -3.00 9.32
Cl 6.81 -4.10 8.10
Cl 4.69 -2.22 8.77
Cl 5.92 -3.83 10.85
H 6.92 -2.22 9.48
```

These are the Löwdin partial charges, in e, on atoms 1 to 6: atom 1 (C): -0.075, atom 2 (C): -0.240, atom 3 (C): -0.201, atom 4 (C): -0.181, atom 5 (O): -0.426, atom 6 (S): 1.172

---

Record 5
C66H158N10O18 | ωB97M-V/def2-TZVPD

Output
**Energy above the lowest of the compared OMol25 structures with the same formula, charge and spin**: 592.9 kJ/mol
**Frontier orbital gap**: 8.2895 eV
**E_HOMO**: -7.8965 eV
**SMILES string**: CC1(C)CCCC(C)(C)N1O.CC1(C)CCCC(C)(C)N1O.COCCNCCOC.COCCNCCOC.COCCNCCOC.COCCNCCOC.COCCNCCOC.COCCNCCOC.COCCNCCOC.COCCNCCOC

Geometry as XYZ:
```
252
C66H158N10O18 | the Open Molecules 2025 dataset | ωB97M-V/def2-TZVPD
C 3.22 -1.90 8.97
C 2.51 -2.99 8.13
C 3.63 -3.61 7.31
C 1.97 -4.24 9.00
C 0.73 -3.86 9.79
C -0.40 -3.33 8.82
C 0.13 -2.22 7.81
C -0.86 -2.31 6.70
C -0.03 -0.79 8.53
N 1.49 -2.51 7.22
O 1.93 -1.49 6.25
H 3.51 -1.01 8.42
H 2.67 -1.50 9.83
H 4.17 -2.21 9.40
H 4.26 -4.40 7.70
H 3.27 -4.07 6.39
H 4.25 -2.83 6.87
H 1.74 -5.04 8.30
H 2.69 -4.79 9.62
H 0.48 -4.66 10.49
H 0.94 -2.98 10.40
H -1.24 -2.98 9.41
H -0.92 -4.06 8.21
H -0.60 -1.62 5.89
H -1.80 -1.88 7.05
H -1.06 -3.27 6.22
H 0.51 -0.04 7.95
H 0.37 -0.75 9.54
H -1.09 -0.57 8.65
H 1.95 -1.93 5.39
C -10.63 1.46 -3.46
C -9.13 1.41 -3.67
C -8.69 0.16 -4.50
C -8.72 2.61 -4.52
C -7.27 3.01 -4.46
C -6.78 3.05 -2.97
C -7.03 1.76 -2.16
C -6.01 0.71 -2.64
C -6.87 2.04 -0.66
N -8.46 1.34 -2.39
O -8.82 0.27 -1.64
H -11.16 1.43 -4.41
H -11.05 0.76 -2.74
H -10.79 2.47 -3.09
H -9.58 -0.23 -5.00
H -8.02 0.32 -5.34
H -8.31 -0.60 -3.81
H -8.78 2.42 -5.60
H -9.41 3.41 -4.27
H -6.68 2.27 -5.01
H -6.92 3.88 -5.02
H -7.43 3.77 -2.46
H -5.78 3.47 -2.95
H -6.22 -0.32 -2.36
H -5.00 0.99 -2.36
H -5.96 0.69 -3.73
H -7.57 2.59 -0.03
H -5.99 2.65 -0.46
H -6.69 1.10 -0.15
H -9.69 0.55 -1.34
C -1.96 -0.37 -1.02
O -0.59 -0.58 -1.52
C 0.16 -1.52 -0.80
C 0.42 -1.18 0.65
N 1.26 -0.01 0.91
C 1.21 0.48 2.30
C 1.79 1.86 2.57
O 1.03 2.85 2.01
C 1.32 4.18 2.42
H -2.34 0.56 -1.45
H -1.89 -0.11 0.04
H -2.64 -1.21 -1.15
H 1.14 -1.69 -1.24
H -0.47 -2.40 -0.89
H 1.04 -2.06 0.87
H -0.51 -1.37 1.19
H 1.22 0.79 0.30
H 1.62 -0.36 2.86
H 0.14 0.64 2.48
H 2.83 1.93 2.26
H 1.81 2.06 3.64
H 0.96 4.33 3.44
H 0.92 4.95 1.76
H 2.40 4.29 2.45
C -0.32 2.48 -8.63
O 0.88 2.65 -7.95
C 1.02 4.07 -7.61
C 2.25 4.35 -6.63
N 1.68 4.47 -5.23
C 1.69 3.15 -4.59
C 1.01 3.28 -3.18
O 1.71 4.01 -2.25
C 1.00 4.26 -1.05
H -1.05 2.30 -7.85
H -0.38 1.64 -9.32
H -0.53 3.36 -9.25
H 0.20 4.63 -7.16
H 1.25 4.51 -8.58
H 2.72 5.29 -6.92
H 2.99 3.56 -6.70
H 2.01 5.19 -4.62
H 2.74 2.86 -4.51
H 1.15 2.49 -5.27
H 0.75 2.26 -2.89
H 0.03 3.74 -3.34
H 0.03 4.73 -1.22
H 1.60 5.00 -0.52
H 0.86 3.41 -0.38
C 4.34 -3.15 0.24
O 4.84 -4.15 -0.62
C 5.59 -5.17 0.01
C 6.40 -6.02 -1.03
N 5.65 -7.16 -1.49
C 6.05 -7.70 -2.80
C 5.52 -6.72 -3.94
O 4.17 -6.47 -3.96
C 3.36 -7.50 -4.47
H 5.06 -2.78 0.97
H 3.48 -3.46 0.83
H 4.00 -2.33 -0.39
H 4.87 -5.71 0.63
H 6.36 -4.73 0.65
H 7.36 -6.34 -0.63
H 6.79 -5.38 -1.82
H 4.76 -6.76 -1.75
H 5.45 -8.59 -2.97
H 7.04 -8.14 -2.91
H 5.76 -7.14 -4.91
H 5.97 -5.73 -3.85
H 3.64 -7.93 -5.43
H 2.31 -7.20 -4.38
H 3.52 -8.46 -3.98
C 2.15 2.81 6.41
O 3.24 3.48 7.07
C 4.32 3.87 6.27
C 4.97 3.01 5.16
N 4.56 3.64 3.93
C 5.55 4.58 3.37
C 5.19 4.86 1.84
O 5.26 3.66 1.01
C 4.39 3.66 -0.05
H 2.49 1.82 6.12
H 1.77 3.38 5.55
H 1.38 2.63 7.16
H 5.14 3.76 6.97
H 4.26 4.94 6.08
H 4.44 2.08 4.96
H 6.03 2.81 5.27
H 4.25 2.99 3.22
H 6.56 4.21 3.45
H 5.58 5.55 3.87
H 5.72 5.72 1.42
H 4.16 5.19 1.94
H 3.87 4.56 -0.36
H 3.69 2.84 0.14
H 4.96 3.26 -0.89
C 1.49 -5.59 -1.59
O 0.12 -6.03 -1.71
C -0.09 -7.30 -1.02
C -1.51 -7.68 -0.78
N -2.26 -6.91 0.21
C -2.21 -5.45 0.02
C -2.69 -4.80 1.21
O -1.79 -4.91 2.39
C -2.33 -3.98 3.46
H 1.83 -5.21 -0.63
H 1.64 -4.68 -2.17
H 2.17 -6.34 -2.00
H 0.26 -7.21 0.00
H 0.36 -8.18 -1.48
H -1.56 -8.74 -0.55
H -2.03 -7.51 -1.72
H -1.92 -7.13 1.13
H -2.78 -5.10 -0.85
H -1.25 -5.08 -0.34
H -3.51 -5.38 1.64
H -2.96 -3.78 0.96
H -1.80 -4.16 4.39
H -3.36 -4.18 3.74
H -2.15 -2.93 3.20
C 4.75 1.21 -12.70
O 3.51 1.71 -12.30
C 3.53 1.98 -10.85
C 3.73 0.79 -9.92
N 3.11 1.05 -8.63
C 2.75 -0.17 -7.84
C 2.35 0.15 -6.43
O 2.65 -0.96 -5.66
C 2.59 -0.81 -4.29
H 5.66 1.56 -12.21
H 4.84 1.51 -13.74
H 4.78 0.12 -12.78
H 2.51 2.29 -10.63
H 4.36 2.60 -10.49
H 4.77 0.53 -9.76
H 3.13 -0.02 -10.36
H 2.27 1.62 -8.60
H 3.57 -0.89 -7.95
H 2.02 -0.64 -8.49
H 1.29 0.41 -6.36
H 2.70 1.12 -6.10
H 1.54 -0.99 -4.04
H 2.84 0.19 -3.93
H 3.28 -1.45 -3.75
C 5.41 8.16 -0.26
O 4.37 8.35 0.82
C 3.06 8.55 0.29
C 1.93 8.57 1.41
N 2.18 7.49 2.39
C 1.49 7.54 3.67
C 0.03 7.36 3.77
O -0.70 7.66 5.02
C -0.38 9.00 5.45
H 5.15 8.65 -1.20
H 5.52 7.08 -0.38
H 6.32 8.68 0.02
H 2.99 7.74 -0.43
H 3.02 9.44 -0.34
H 0.98 8.39 0.89
H 1.69 9.46 1.98
H 3.17 7.29 2.34
H 1.66 8.52 4.10
H 1.91 6.75 4.29
H -0.40 6.38 3.56
H -0.52 7.97 3.06
H 0.47 9.04 6.13
H -1.23 9.29 6.06
H -0.65 9.75 4.71
C -5.32 -1.73 0.11
O -6.35 -1.46 1.03
C -7.65 -1.87 0.71
C -7.95 -3.41 0.55
N -7.63 -4.16 1.78
C -6.22 -4.54 2.15
C -6.20 -5.46 3.38
O -6.75 -4.79 4.42
C -6.49 -5.47 5.74
H -5.87 -1.99 -0.79
H -4.67 -2.59 0.26
H -4.82 -0.83 -0.25
H -7.92 -1.39 -0.23
H -8.34 -1.47 1.46
H -7.44 -3.78 -0.35
H -9.02 -3.64 0.57
H -8.02 -3.62 2.54
H -5.60 -3.65 2.27
H -5.80 -5.00 1.26
H -5.13 -5.46 3.54
H -6.54 -6.49 3.28
H -6.82 -6.51 5.76
H -7.07 -4.96 6.51
H -5.41 -5.52 5.94
```

These are the Löwdin partial charges, in e, on atoms 1 to 6: atom 1 (C): -0.036, atom 2 (C): -0.489, atom 3 (C): -0.075, atom 4 (C): -0.121, atom 5 (C): -0.167, atom 6 (C): -0.113

---

Record 6
C6H4N2O4 | ωB97M-V/def2-TZVPD

Output
**Energy above the lowest of the compared OMol25 structures with the same formula, charge and spin**: 101.5 kJ/mol
**Frontier orbital gap**: 9.5194 eV
**E_HOMO**: -9.9286 eV
**SMILES string**: [H]/N=C1\O\C1=C\[C@@H]1O[N+]([O-])=CC1=O

Geometry as XYZ:
```
16
C6H4N2O4 | the Open Molecules 2025 dataset | ωB97M-V/def2-TZVPD
H 3.11 -0.70 -1.13
N 2.09 -0.68 -1.22
C 1.73 -0.30 -0.13
O 2.42 -0.03 1.09
C 1.02 0.12 0.96
C -0.17 0.44 1.55
C -1.46 0.22 0.80
O -1.66 -1.15 0.56
N -1.13 -1.39 -0.72
O -0.84 -2.51 -0.96
C -0.92 -0.30 -1.41
C -1.18 0.81 -0.62
O -0.87 1.94 -0.84
H -0.09 0.97 2.51
H -2.44 0.59 1.40
H -0.73 -0.33 -2.43
```

These are the Löwdin partial charges, in e, on atoms 1 to 6: atom 1 (H): 0.098, atom 2 (N): 0.221, atom 3 (C): -0.357, atom 4 (O): 0.139, atom 5 (C): -0.134, atom 6 (C): 0.060

---

Record 7
H26O13 | ωB97M-V/def2-TZVPD

Output
**Energy above the lowest of the compared OMol25 structures with the same formula, charge and spin**: 393.7 kJ/mol
**Frontier orbital gap**: 10.0845 eV
**E_HOMO**: -10.3058 eV

Geometry as XYZ:
```
39
H26O13 | the Open Molecules 2025 dataset | ωB97M-V/def2-TZVPD
O 3.14 -0.91 -0.55
H 2.76 -0.03 -0.59
H 4.07 -1.11 -0.60
O -0.19 -0.30 -0.52
H -0.70 -1.12 -0.23
H 0.46 -0.86 -0.98
O -1.67 -0.31 -2.85
H -0.84 -0.69 -2.59
H -2.45 -0.59 -2.40
O 2.90 -2.31 1.98
H 2.95 -2.03 1.06
H 2.71 -1.71 2.70
O -3.18 0.81 -0.68
H -3.86 1.49 -0.78
H -3.66 0.06 -1.03
O 2.59 0.45 2.32
H 2.49 1.40 2.35
H 2.48 0.21 1.40
O -2.05 -1.57 1.02
H -2.40 -0.86 1.57
H -2.82 -1.86 0.52
O -0.60 -0.15 2.96
H -0.08 0.62 3.20
H -0.92 -0.51 3.80
O -0.58 2.16 -2.62
H 0.32 1.82 -2.56
H -0.87 1.98 -3.51
O 2.08 0.22 -3.51
H 1.33 -0.38 -3.63
H 2.54 -0.20 -2.77
O 0.75 2.04 1.35
H 0.46 1.26 0.85
H -0.05 2.57 1.28
O -1.80 3.34 2.03
H -2.03 2.40 2.07
H -1.51 3.41 1.12
O -0.80 -3.03 -0.63
H -1.00 -3.09 0.31
H 0.03 -2.62 -0.84
```

These are the Löwdin partial charges, in e, on atoms 1 to 6: atom 1 (O): -0.033, atom 2 (H): 0.047, atom 3 (H): 0.080, atom 4 (O): -0.077, atom 5 (H): 0.026, atom 6 (H): 0.010

---

Record 8
C3H3Br2N3S | ωB97M-V/def2-TZVPD

Output
**Energy above the lowest of the compared OMol25 structures with the same formula, charge and spin**: 0.0 kJ/mol
**Frontier orbital gap**: 8.3509 eV
**E_HOMO**: -8.2760 eV

Geometry as XYZ:
```
12
C3H3Br2N3S | the Open Molecules 2025 dataset | ωB97M-V/def2-TZVPD
C 1.54 -0.57 0.02
C 1.24 0.71 -0.04
C -0.76 -0.82 0.13
N 0.46 -1.43 0.10
N -0.64 0.51 0.27
N -1.46 1.46 -0.17
S -2.21 -1.60 0.07
Br 3.27 -1.36 -0.12
Br 2.02 2.35 -0.01
H 0.54 -2.44 0.09
H -1.91 2.00 0.57
H -2.09 1.19 -0.92
```

These are the Löwdin partial charges, in e, on atoms 1 to 6: atom 1 (C): -0.808, atom 2 (C): -0.656, atom 3 (C): -0.926, atom 4 (N): -0.003, atom 5 (N): -0.114, atom 6 (N): 0.040

---

Record 9
C4H4FNO | ωB97M-V/def2-TZVPD

Output
**Energy above the lowest of the compared OMol25 structures with the same formula, charge and spin**: 620.0 kJ/mol
**Frontier orbital gap**: 7.9745 eV
**E_HOMO**: -10.7394 eV

Geometry as XYZ:
```
11
C4H4FNO | the Open Molecules 2025 dataset | ωB97M-V/def2-TZVPD
C 0.15 1.37 -0.46
C -0.10 0.03 -0.09
C 1.23 -0.29 0.25
C -1.33 -0.75 -0.09
N 1.34 1.77 -0.12
O 2.03 0.68 0.32
F 2.23 -2.12 1.08
H -0.66 2.08 -0.60
H -2.07 -0.03 0.24
H -1.58 -1.10 -1.04
H -1.24 -1.64 0.51
```

These are the Löwdin partial charges, in e, on atoms 1 to 6: atom 1 (C): -0.081, atom 2 (C): -0.208, atom 3 (C): 0.090, atom 4 (C): -0.027, atom 5 (N): 0.093, atom 6 (O): 0.053